Here is 2 unconnected molecules or ions with the total composition C11H23BIN2O9P2S2 from the Open Molecules 2025 dataset. Energies are from ωB97M-V/def2-TZVPD.

Results
Lowest unoccupied orbital energy   -2.92 eV
E_HOMO   -11.56 eV
Net charge   +1

The geometry in XYZ format:
```
51
Properties=species:S:1:pos:R:3:lowdin_charge:R:1
C 3.84 -1.32 -0.91 -0.066
C 4.05 -0.19 -1.94 -0.188
C 2.81 0.15 -2.78 -0.094
N 1.57 0.27 -1.99 0.036
C 0.55 -0.69 -1.93 -0.132
P 0.55 -2.29 -2.74 0.455
O 1.80 -2.58 -3.44 -0.236
O 0.14 -3.35 -1.63 -0.093
O -0.76 -2.20 -3.63 -0.081
C -0.41 -0.19 -1.11 -0.198
C -1.70 -0.81 -0.68 -0.133
C -2.84 -0.62 -1.71 -0.277
C -4.12 -0.04 -1.08 -0.680
I -5.85 -1.22 -1.50 0.806
N 0.03 1.07 -0.72 -0.098
P -0.90 2.13 0.35 0.460
S -0.73 4.01 0.10 0.329
C 1.24 1.32 -1.27 -0.062
B 2.15 2.64 -1.11 -0.662
O 3.25 2.54 -0.33 0.197
O 1.78 3.74 -1.82 0.153
H 2.91 -1.85 -1.07 0.041
H 4.63 -2.07 -1.02 0.083
H 3.91 -0.95 0.11 0.078
H 4.82 -0.47 -2.65 0.121
H 4.38 0.72 -1.43 0.089
H 2.65 -0.58 -3.56 0.109
H 2.96 1.12 -3.27 0.139
H 0.58 -3.23 -0.78 0.101
H -0.87 -3.00 -4.17 0.116
H -1.99 -0.43 0.30 0.062
H -1.50 -1.87 -0.53 0.117
H -3.05 -1.57 -2.20 0.068
H -2.50 0.08 -2.48 0.115
H -4.05 0.02 0.00 0.027
H -4.36 0.94 -1.47 0.038
H -2.19 1.67 0.09 -0.002
H -0.55 1.63 1.60 -0.001
H 3.95 3.13 -0.64 0.138
H 1.70 4.55 -1.31 0.102
C -1.61 -0.97 5.77 -0.135
C -0.80 0.31 5.84 -0.138
O -0.93 0.86 4.51 -0.199
S -2.38 0.52 3.93 0.575
O -3.24 1.63 4.10 -0.195
O -2.18 -0.03 2.63 -0.273
O -2.75 -0.61 4.96 -0.173
H -1.07 -1.77 5.27 0.136
H -1.96 -1.31 6.74 0.142
H 0.25 0.14 6.05 0.139
H -1.22 1.02 6.55 0.139
```

=====

Here is a molecular structure, C11H23CdN5S from the Open Molecules 2025 dataset. Energies are from ωB97M-V/def2-TZVPD.

Results
Lowest unoccupied orbital energy   -5.82 eV
E_HOMO   -14.13 eV
Net charge   +2

The geometry in XYZ format:
```
41
Properties=species:S:1:pos:R:3:lowdin_charge:R:1
Cd -0.05 0.09 0.37 1.270
N -2.12 0.63 -0.45 -0.059
C -1.78 1.32 -1.72 -0.221
C -0.93 0.40 -2.59 -0.178
N 0.34 0.03 -1.93 -0.272
C 1.40 1.02 -2.22 -0.175
C 2.53 0.98 -1.18 -0.211
N 1.98 1.14 0.18 -0.086
C 0.76 -1.34 -2.29 -0.176
C 0.06 -2.39 -1.44 -0.218
N 0.35 -2.18 0.01 -0.046
H -2.76 -0.13 -0.64 0.097
H -2.60 1.26 0.18 0.081
H -1.23 2.23 -1.47 0.112
H -2.68 1.61 -2.27 0.131
H -0.75 0.87 -3.56 0.141
H -1.50 -0.52 -2.79 0.124
H 0.95 2.02 -2.20 0.125
H 1.82 0.86 -3.22 0.142
H 3.24 1.77 -1.42 0.132
H 3.06 0.04 -1.22 0.112
H 1.74 2.11 0.36 0.046
H 2.67 0.89 0.88 0.095
H 1.84 -1.43 -2.13 0.120
H 0.57 -1.54 -3.35 0.143
H 0.39 -3.38 -1.77 0.132
H -1.02 -2.34 -1.57 0.111
H 1.32 -2.41 0.19 0.095
H -0.20 -2.84 0.55 0.097
S -0.11 1.85 2.46 0.480
C -0.96 3.05 3.34 -0.742
N -1.48 2.73 4.54 0.064
C -1.99 3.62 5.42 -0.027
C -2.02 4.95 5.10 -0.019
C -1.56 5.33 3.83 -0.005
C -1.05 4.40 2.96 -0.075
H -1.42 1.75 4.81 0.149
H -2.35 3.23 6.36 0.145
H -2.40 5.67 5.80 0.127
H -1.59 6.38 3.55 0.130
H -0.69 4.69 1.98 0.110
```

=====

Here is 2 unconnected molecules or ions with the total composition C11H23ClFN2O4 from the Open Molecules 2025 dataset. Energies are from ωB97M-V/def2-TZVPD.

Results
Lowest unoccupied orbital energy   -3.27 eV
E_HOMO   -13.30 eV
Net charge   +1

The geometry in XYZ format:
```
42
Properties=species:S:1:pos:R:3:lowdin_charge:R:1
C 3.41 -1.35 1.24 -0.081
C 2.27 -0.25 1.30 -0.232
C 1.78 -0.07 -0.15 -0.592
Cl 0.91 -1.53 -0.77 0.752
N 1.02 1.20 -0.47 -0.097
C 1.71 2.46 0.02 -0.092
C 1.29 2.98 1.43 -0.250
N 2.26 3.95 1.95 0.022
C -0.47 1.18 -0.25 -0.086
C -1.02 0.60 1.08 -0.408
C -2.19 1.56 1.52 -0.023
O -1.62 -0.67 0.91 -0.053
H 4.06 -1.30 2.12 0.086
H 2.89 -2.33 1.25 0.072
H 3.96 -1.29 0.29 0.080
H 1.52 -0.67 1.98 0.111
H 2.74 0.63 1.75 0.104
H 2.68 -0.01 -0.77 0.116
H 1.12 1.27 -1.48 0.174
H 1.60 3.23 -0.75 0.146
H 2.79 2.21 0.07 0.133
H 0.32 3.50 1.32 0.113
H 1.22 2.19 2.19 0.109
H 2.56 4.55 1.18 0.077
H 3.09 3.43 2.23 0.074
H -0.84 2.21 -0.35 0.138
H -0.91 0.63 -1.09 0.134
H -0.33 0.60 1.93 0.124
H -1.80 2.57 1.69 0.076
H -2.67 1.17 2.42 0.093
H -2.92 1.57 0.68 0.099
H -1.53 -1.14 1.74 0.101
C -2.26 -2.57 -2.74 -0.081
C -2.31 -4.04 -2.45 -0.312
O -3.67 -4.23 -2.10 0.142
C -4.38 -3.29 -2.78 -0.545
O -5.55 -3.32 -2.93 0.203
O -3.56 -2.31 -3.26 0.075
F -1.53 -4.36 -1.38 0.063
H -2.10 -1.97 -1.84 0.119
H -1.49 -2.31 -3.48 0.138
H -2.05 -4.68 -3.29 0.178
```

=====

Here is a molecular structure, C11H23INO2P2Rh from the Open Molecules 2025 dataset. Energies are from ωB97M-V/def2-TZVPD.

Results
Relative energy (zero: lowest compared OMol25 entry of this formula, charge and spin)   0.0 kJ/mol
Lowest unoccupied orbital energy (spin up / spin down)   -6.74 / -10.41 eV
2S+1   5
E_HOMO (spin up / spin down)   -13.92 / -15.84 eV
<S²>   6.0141
Net charge   +2

The geometry in XYZ format:
```
41
Properties=species:S:1:pos:R:3:lowdin_charge:R:1
Rh 0.00 -0.04 1.19 0.473
P 2.04 -1.06 1.45 0.763
C 2.35 -1.52 -0.36 -0.247
C 1.05 -1.83 -1.09 -0.288
N -0.08 -1.27 -0.58 -0.055
C -1.26 -1.48 -1.22 -0.296
C -1.35 -2.26 -2.38 0.020
C -0.18 -2.83 -2.90 0.018
C 1.04 -2.61 -2.25 0.021
C -2.50 -0.88 -0.58 -0.252
P -2.08 0.63 0.49 0.759
H 1.95 -3.03 -2.64 0.133
H -2.30 -2.43 -2.87 0.132
H -0.22 -3.43 -3.80 0.132
H -3.23 -0.60 -1.34 0.103
H -2.96 -1.64 0.05 0.103
H 2.81 -0.70 -0.84 0.089
H 3.04 -2.36 -0.41 0.107
H 1.76 3.78 -1.21 0.072
O 2.60 3.65 -1.81 -0.132
H 2.36 3.99 -2.71 0.061
H -1.55 4.83 0.84 0.033
O -1.17 5.63 0.36 -0.112
H -1.62 6.43 0.77 0.079
C -2.30 2.02 -0.76 -0.205
H -3.28 1.96 -1.23 0.064
H -2.21 2.98 -0.27 0.024
H -1.54 1.94 -1.54 0.052
C -3.64 0.79 1.52 -0.226
H -3.60 1.70 2.12 0.046
H -4.52 0.83 0.89 0.062
H -3.74 -0.06 2.20 0.050
C 2.11 -2.74 2.29 -0.216
H 3.03 -3.26 2.03 0.061
H 2.07 -2.62 3.37 0.051
H 1.26 -3.35 1.97 0.047
C 3.70 -0.29 1.91 -0.220
H 3.72 -0.06 2.97 0.048
H 4.51 -0.97 1.68 0.062
H 3.85 0.63 1.34 0.052
I 0.10 1.48 3.38 0.532
```

=====

no.,F_max (eV/Å)
1,1.0
2,0.6
3,2.3
4,4.4